{"formula": "C5H4N2", "method": "ωB97M-V with the def2-TZVPD basis set", "species": ["C", "C", "C", "C", "N", "N", "C", "H", "H", "H", "H"], "xyz": [[-2.682, -0.710, -1.576], [-1.807, -0.295, -0.776], [-0.657, 0.037, -0.071], [0.158, 1.190, 0.001], [1.338, 0.794, 0.525], [1.485, -0.468, 0.778], [0.254, -1.022, 0.420], [-0.123, -1.210, -0.706], [-0.051, 2.215, -0.263], [2.115, 1.414, 0.754], [-0.031, -1.945, 0.913]], "homo_energy_ev": [-8.49, -8.49], "de_lowest_kcal_mol": 157.0, "multiplicity": 1, "e_tot_ha": -302.17807, "homo_lumo_gap_ev": [7.41, 7.41], "fmax_ev_per_a": 2.16, "lumo_energy_ev": [-1.08, -1.09], "charge": 0}